58
Properties=species:S:1:pos:R:3:forces:R:3 method="wB97M-V/def2-TZVPD" charge=+1 total_energy_ha=-7633.8840 homo_ha="-0.4432 / -0.4399" spin_multiplicity=2 gap_ev="8.88 / 4.24"
Hf 0.372171 -0.982903 -1.345767 -4.737 1.948 -1.299
Br 1.089964 -1.153648 1.517220 -0.125 0.149 -0.490
Br 2.849210 0.296486 -2.065188 -1.233 -1.231 0.511
P -0.010660 2.771932 -0.344661 0.100 0.484 -0.838
P -2.954331 0.361668 0.303312 -1.118 -0.049 -1.497
P 2.907891 -3.953529 -0.634312 2.421 -2.900 -0.752
O 1.917257 -2.901579 -0.997278 -0.153 0.730 0.062
O 4.141553 -3.469993 0.356314 -2.349 -2.046 -1.362
O -1.679272 -0.291069 -0.189630 -2.343 0.964 1.005
O -2.937876 0.624796 1.887444 -0.374 1.148 -1.855
O -0.673874 3.231912 1.036880 0.014 -1.138 -0.114
O 3.650137 -4.653577 -1.934105 -2.926 0.178 4.581
O -0.744209 0.240807 -2.849753 2.060 -2.608 1.904
O -0.959170 -2.711050 -0.975087 2.333 1.747 -0.646
O -4.334240 -0.526971 -0.026238 3.507 0.982 -0.001
O 1.245046 3.725677 -0.518363 -0.788 -0.500 -0.047
O -3.312108 1.799539 -0.405742 1.437 -2.557 0.829
O -1.072192 3.322432 -1.369426 0.674 -1.331 1.291
O 2.324538 -5.330843 0.062283 1.400 2.988 -2.102
O 0.332876 1.344398 -0.545465 -0.077 -0.122 0.845
C -1.213969 4.715035 -1.457892 -0.346 1.811 -1.435
C -4.001186 2.882067 0.174838 -0.766 0.207 1.722
C 2.501935 3.361615 0.059550 0.533 0.391 0.300
C -2.354875 -0.263110 2.800622 -0.398 -1.604 0.878
C -0.025775 2.858697 2.253625 0.803 -0.285 0.678
C -5.647620 -0.052840 0.211050 -0.924 0.077 0.642
C 1.593831 -5.195402 1.258973 -0.209 -0.351 1.476
C 4.926111 -2.334999 0.090156 -0.244 2.152 0.566
C 4.371250 -3.965319 -2.885623 0.284 -0.055 -1.826
H 0.589690 3.686868 2.604963 -0.227 0.075 0.093
H 3.238057 3.303114 -0.742201 -0.097 -0.236 0.163
H 2.439703 2.438370 0.635606 0.089 -0.139 -0.335
H 3.874927 -4.278199 -3.804250 0.416 0.417 -0.459
H -6.275126 0.081194 -0.670064 0.602 -0.324 -0.512
H -1.334246 0.955973 -3.157857 0.652 -0.764 0.596
H -6.097739 -0.844600 0.809892 -0.266 0.366 0.173
H -4.811652 3.183752 -0.488652 0.429 0.295 -0.101
H 4.291678 -1.564652 -0.348209 0.085 0.178 -0.150
H 5.364469 -4.414031 -2.869458 0.240 0.660 -0.134
H -2.245305 4.970485 -1.701186 -0.033 -0.381 -0.168
H 4.316795 -2.878935 -2.815572 0.295 0.000 0.163
H -1.873672 -3.051519 -0.927241 0.807 0.805 -0.175
H -5.700601 0.916245 0.707224 0.245 -0.225 0.359
H 1.619410 -4.192661 1.685528 -0.087 0.136 -0.212
H -0.707458 2.519280 3.033493 -0.528 0.570 -0.301
H -2.117167 -1.206226 2.308565 0.558 0.075 -0.028
H 5.214364 -1.968188 1.075267 0.196 0.021 -0.067
H 0.563193 -5.531231 1.144425 0.087 0.136 -0.277
H -4.454344 2.606875 1.127215 -0.354 -0.421 -0.039
H 2.783347 4.156368 0.750399 0.026 0.059 -0.078
H -3.343673 3.663214 0.556396 0.336 0.249 -1.005
H -3.112240 -0.552743 3.529061 -0.126 0.268 0.082
H 0.636203 1.998261 2.155895 0.120 -0.072 -0.530
H -1.522747 0.156131 3.366218 0.106 0.181 -0.488
H -0.574670 4.984856 -2.298483 -0.123 0.565 0.104
H 5.829137 -2.396243 -0.517217 -0.184 -0.975 -0.128
H -0.982458 5.348603 -0.601681 0.402 -0.651 0.369
H 2.089716 -5.840591 1.984185 -0.124 -0.045 0.056

---

46
Properties=species:S:1:pos:R:3:forces:R:3 method="wB97M-V/def2-TZVPD" charge=+1 total_energy_ha=-1112.3638 homo_ha=-0.4199 spin_multiplicity=1 gap_ev=8.25
P -0.389472 0.653175 4.610118 1.433 1.339 0.665
O 3.987102 -0.536981 -4.691917 -0.044 -0.119 -0.030
O 0.788084 1.398745 -2.199920 -0.048 -0.109 0.018
O -2.255978 0.749371 0.347015 -0.072 -0.070 0.066
O 6.743221 -2.089921 -7.317374 0.272 -0.205 -0.133
N 0.416139 1.856185 5.207381 -0.497 -0.413 -0.432
N -2.970963 -0.173971 5.458199 -0.186 -0.260 -0.090
C -1.996910 -0.331703 -0.557640 0.006 0.231 -0.127
C -4.368793 1.307126 3.567768 0.413 -0.053 0.306
C 6.808403 -2.920650 -8.476449 0.097 0.057 0.172
C -2.832201 1.152892 3.451390 -0.606 0.216 0.251
C -4.392215 0.221639 5.802723 -0.551 0.318 0.522
C 4.095594 -1.379792 -5.848014 0.050 0.193 0.269
C 1.520744 0.818488 -3.288947 -0.030 0.074 0.269
C -4.821669 1.448441 5.019056 0.577 -0.111 -0.428
C -2.211009 0.948088 4.819173 0.602 -0.837 -0.804
H 5.934293 -2.702793 -9.083853 -0.027 0.029 0.010
H -0.131886 0.430810 3.246287 -0.520 -0.491 -0.023
H -4.832524 0.400696 3.196818 -0.244 -0.045 -0.453
H 6.795458 -3.978162 -8.202742 -0.019 -0.021 -0.062
H 7.706422 -2.710304 -9.061015 -0.026 -0.024 -0.060
H -0.113960 -0.568733 5.270481 -0.486 -0.249 -0.168
H -2.893681 -0.579416 -1.128624 0.020 -0.078 -0.005
H -4.435156 0.406951 6.867220 0.167 0.075 0.262
H -3.030328 -0.929544 4.773304 0.164 -0.036 0.019
H -5.897616 1.546990 5.036332 -0.243 0.011 0.299
H -5.046037 -0.619635 5.619947 0.046 -0.344 -0.254
H 4.752508 -0.712264 -4.135754 -0.043 0.060 -0.070
H -1.702571 -1.196959 0.031922 -0.008 0.013 0.060
H 1.333655 1.316641 -1.411653 -0.030 0.065 -0.080
H 7.519138 -2.281627 -6.780278 -0.064 0.073 -0.035
H 0.995142 2.290553 4.496730 0.122 0.167 0.251
H -1.188777 -0.069433 -1.242689 0.008 -0.064 -0.011
H -2.491735 -0.562871 6.271122 -0.027 0.100 0.067
H -2.265444 1.834130 5.431542 -0.021 0.124 0.413
H -2.366854 2.023750 3.008292 0.054 0.184 -0.183
H 5.005481 -1.164647 -6.403861 -0.125 -0.064 -0.020
H -2.617270 0.317369 2.793350 0.262 -0.108 -0.153
H -4.682410 2.155395 2.978650 -0.301 0.059 -0.194
H -4.372919 2.319089 5.480052 -0.163 0.375 0.067
H 1.720129 -0.238036 -3.108082 0.049 -0.015 -0.081
H -2.507709 1.511241 -0.185836 0.097 -0.030 0.041
H 3.230271 -1.182364 -6.476700 -0.041 0.026 0.050
H 0.910184 0.915727 -4.181933 -0.037 0.026 0.001
H 2.463968 1.339220 -3.447268 0.027 -0.044 -0.075
H 4.090152 -2.432908 -5.554321 -0.008 -0.027 -0.106

---

45
Properties=species:S:1:pos:R:3:forces:R:3 method="wB97M-V/def2-TZVPD" charge=0 total_energy_ha=-812.2098 smiles=CCO.CCO.CCO.CO.CO.CO homo_ha=-0.3454 spin_multiplicity=1 gap_ev=9.81 e_above_lowest_kcal_mol=82.71
O -3.419545 1.446231 3.544256 0.267 1.024 -0.632
O -3.452056 -2.066282 -0.954015 0.569 -0.245 -1.341
O 3.663783 3.246653 -1.960350 -0.270 0.455 0.666
O 3.530967 -0.598731 0.921897 0.548 1.392 0.735
O 1.136421 0.402197 0.127655 0.705 0.041 -1.098
O 1.479038 1.724132 -2.381061 -0.619 0.827 -0.595
C -5.166228 -2.191475 0.613575 1.705 -1.484 2.101
C 3.335210 3.530640 -0.575361 0.745 -0.244 -1.333
C -3.191210 0.084960 3.219113 -0.148 0.494 1.502
C 3.834338 -1.876196 0.490397 -1.438 -0.855 0.550
C -0.588661 1.063194 -3.341070 -1.138 -0.153 0.824
C -3.699830 -2.603883 0.322516 -0.614 0.671 -0.740
C -0.165901 0.303344 0.578314 -0.465 0.001 1.928
C 0.343132 2.237587 -3.148999 0.250 -0.675 0.104
C 4.703971 -2.529013 1.560095 0.729 0.649 -0.741
H -5.878840 -2.963196 0.322486 -0.012 0.502 -0.926
H 4.185513 -2.656686 2.510352 -0.334 -0.218 -0.295
H -2.897647 -0.357271 4.171139 -0.062 -0.853 -0.127
H -0.106170 0.189834 -3.779869 0.182 0.291 -0.460
H 1.911203 1.037703 -2.894515 0.109 -0.176 -0.156
H -0.734313 -0.567479 0.251699 0.045 -0.043 -0.504
H 3.259450 2.581168 -0.045395 0.136 0.171 0.418
H 5.158642 -3.453435 1.203971 -0.061 -0.077 0.191
H -0.014937 3.102273 -2.590252 -0.385 -0.441 0.335
H -0.005911 0.185968 1.650090 -0.640 -0.063 0.278
H -4.167083 1.553330 4.136982 0.014 -0.311 -0.033
H -5.172750 -2.361872 1.690161 -0.544 0.679 0.529
H 4.172253 4.152582 -0.258125 -0.319 -0.102 0.579
H 1.143820 0.914579 -0.684152 0.297 0.141 -0.490
H 2.834966 2.885243 -2.282886 0.074 -0.277 -0.400
H -2.905235 -2.196430 0.947579 -0.524 0.344 0.868
H 5.488229 -1.807028 1.787652 0.336 -0.126 -0.061
H -3.510183 -3.677115 0.340364 -0.538 -0.265 -0.019
H -2.313157 0.020146 2.576521 -0.446 0.067 -0.346
H 0.585268 2.671410 -4.119185 0.753 -0.235 -0.087
H 2.678703 -0.308088 0.589078 -0.325 0.086 -0.103
H -1.524853 1.283890 -3.853862 0.258 0.185 -0.463
H 4.143376 -1.838046 -0.554175 0.955 -0.391 0.047
H -2.781519 -2.616196 -1.365804 0.118 0.176 -0.291
H 2.384503 4.061133 -0.522020 0.029 0.199 0.209
H 2.890900 -2.421729 0.470223 -0.239 -0.521 -0.202
H -0.949404 0.680765 -2.386239 0.161 0.152 0.361
H -5.363692 -1.146047 0.376525 -0.126 -0.369 -0.176
H -4.119746 -0.346819 2.845639 0.378 -0.419 -0.377
H -0.734815 1.224055 0.449055 -0.118 -0.006 -0.230

---

60
Properties=species:S:1:pos:R:3:forces:R:3 method="wB97M-V/def2-TZVPD" charge=+1 total_energy_ha=-6601.9486 homo_ha=-0.3791 spin_multiplicity=1 gap_ev=8.00 e_above_lowest_kcal_mol=0.00
Y 1.051654 -0.116223 0.578800 0.427 0.502 0.513
Br 1.375456 -0.971772 3.266413 -0.231 0.184 -0.431
Br 3.603889 -0.731558 -0.541070 -0.057 0.076 0.004
O -2.476004 -2.885472 -0.391316 0.179 -0.363 0.693
O 2.317591 1.720688 1.601309 -0.089 -0.145 -0.780
O 0.642391 -2.420418 0.352977 -0.383 0.527 0.229
O 0.563853 -0.688801 -1.681769 -0.267 0.201 -0.418
O -0.402024 1.832257 1.506588 -0.150 -0.341 0.051
O 1.131086 1.717035 -0.934649 -0.622 0.217 0.702
N 0.729744 3.325000 -2.477124 0.470 0.052 -0.169
N -1.975596 3.331979 0.843028 0.649 -0.166 0.374
N 2.046298 -3.854937 -0.679937 -0.875 0.224 0.284
N -1.434483 -0.370691 0.220527 -1.738 -0.695 -1.468
N 2.820648 2.341205 -2.295268 -0.390 0.729 0.051
N 1.111507 -1.738088 -3.598562 0.222 0.014 0.113
N 3.592505 3.581737 1.422040 -0.190 -0.053 0.433
N 3.087158 2.615450 3.494755 -0.040 0.508 -1.099
N 0.292779 -4.639511 0.609901 0.105 0.010 -0.147
N -0.193766 3.991381 2.152539 -0.303 0.267 -0.162
N -0.892166 -0.604668 -3.421454 -0.198 0.138 -0.218
C -3.086390 -0.137272 2.071641 -0.049 -0.200 0.683
C -0.835064 2.973474 1.515711 0.530 0.356 -0.134
C 0.290840 -0.970364 -2.843125 -0.297 -0.388 -0.236
C 2.977396 2.602552 2.138542 -0.002 -0.619 0.441
C 1.538643 2.440578 -1.826981 0.483 -0.276 -0.690
C -2.312892 -1.092190 1.189283 0.075 -0.774 -0.024
C -3.027044 -4.172905 -0.602196 0.045 0.194 -0.429
C -3.242942 -2.069788 0.469757 -0.375 0.749 -0.480
C 0.978176 -3.580319 0.111623 0.428 -0.611 -0.121
H 1.069006 3.793776 -3.298461 -0.147 0.104 0.064
H 2.522628 -3.033378 -1.020873 0.545 -0.086 0.163
H -2.264382 -4.761973 -1.108056 -0.066 0.029 -0.140
H 2.670112 1.813897 3.944013 0.194 0.043 0.367
H -0.562906 -4.494808 1.112091 0.088 0.213 0.111
H 1.001113 -1.860977 -4.588750 -0.112 0.122 0.007
H -2.485778 0.721470 2.366106 0.018 0.102 -0.294
H 2.029072 -1.898842 -3.215428 0.026 0.006 0.068
H 4.203382 4.244655 1.861538 0.029 0.092 -0.181
H -1.491069 0.079565 -2.999795 0.198 -0.027 0.337
H -1.205059 -0.934088 -4.317533 0.305 -0.111 -0.035
H -2.079057 0.295592 -0.231251 0.511 0.775 0.822
H 0.708081 3.860537 2.574668 -0.092 -0.320 0.045
H -2.498259 2.579715 0.439676 -0.256 0.184 -0.083
H -1.436999 -0.959113 -0.625904 0.869 -0.679 0.618
H -0.621222 4.896549 2.230397 0.068 0.005 0.061
H -1.694246 -1.761864 1.793019 0.397 0.450 0.067
H -3.912717 -4.075952 -1.237217 -0.070 -0.297 0.051
H 2.424811 -4.780879 -0.739411 0.197 0.086 -0.126
H 3.392638 3.625623 0.441165 0.159 0.014 -0.046
H 0.585585 -5.582102 0.429564 -0.036 0.016 -0.020
H -0.214264 3.485296 -2.184490 -0.040 -0.189 0.135
H 3.617671 3.344824 3.931884 -0.019 -0.296 0.533
H 3.501382 1.905731 -1.689002 -0.106 -0.444 -0.069
H -3.326039 -0.615128 3.025388 -0.120 -0.126 -0.150
H 3.147528 3.074044 -2.904438 0.177 -0.113 0.060
H -3.822683 -2.628211 1.211808 0.192 -0.221 -0.001
H -2.227724 4.297319 0.748201 -0.346 -0.109 -0.096
H -3.283159 -4.693869 0.324543 -0.076 0.197 0.122
H -3.982114 -1.526785 -0.149351 0.024 0.059 0.158
H -4.038570 0.161016 1.623916 0.128 0.206 -0.113

---

58
Properties=species:S:1:pos:R:3:forces:R:3 method="wB97M-V/def2-TZVPD" charge=+2 total_energy_ha=-1607.8017 homo_ha=-0.5295 spin_multiplicity=1 gap_ev=9.82 e_above_lowest_kcal_mol=79.81
Pb -0.710516 0.035006 -0.037477 0.219 -1.171 -0.351
O -1.328194 1.111094 -2.071111 0.157 -2.336 0.819
O 1.768121 -0.029330 0.455177 -0.286 -1.519 0.165
O -0.229709 0.405578 2.550300 1.542 1.944 0.573
O -0.064990 2.463985 0.287738 -0.329 -0.821 0.214
O -2.439176 -1.702014 -0.783621 3.275 3.017 1.851
O 0.137995 -1.388711 -2.046275 -1.421 -0.172 0.423
N 0.649775 4.373091 1.005045 -0.617 4.076 5.333
N 0.040178 -2.335532 1.316826 0.565 0.150 -0.791
N 1.398769 3.645498 -0.927703 1.939 0.755 -1.204
N -0.762319 2.748359 -3.398112 2.108 1.630 -2.487
N -2.799044 2.695441 -2.614915 -2.692 0.550 -0.465
N -3.318811 -3.726507 -1.008030 0.356 -1.671 0.544
N 2.269871 -1.660318 -2.387663 4.547 -1.200 1.225
N -4.404486 -1.978112 -1.720282 -3.225 2.493 -1.802
N 3.966360 -0.429759 1.060948 -0.116 -2.257 0.208
N 0.977726 -1.441508 -4.088298 -1.435 -0.098 -5.147
N 3.190029 1.569220 0.943365 1.671 4.559 0.408
C 0.439012 1.473576 3.298104 -1.140 -0.083 0.402
C -1.653145 2.072725 -2.727952 1.561 0.342 1.706
C -0.635467 -3.238869 3.400601 -0.906 0.284 1.305
C 1.063774 -1.593131 -2.840920 -1.390 2.083 4.804
C 0.674546 3.446770 0.171794 -0.913 -3.900 -4.646
C -0.721827 -1.993676 2.503831 1.256 -0.217 0.867
C -3.333151 -2.395334 -1.123721 -0.920 -3.399 -0.641
C -0.104104 -0.746943 3.297982 -2.563 -3.315 -0.779
C 2.877269 0.321193 0.848393 -0.671 -0.464 -1.204
H 4.179926 1.733327 0.828155 -0.204 0.647 0.314
H -1.711880 -1.812780 2.085283 -0.450 0.270 0.779
H -2.523604 -4.168249 -0.569148 -0.312 -0.028 -0.292
H -1.305699 -3.173662 4.257707 0.197 0.289 0.354
H -5.207454 -2.545805 -1.950623 0.308 0.125 0.135
H -0.930014 -4.212823 3.009755 -0.086 0.262 -0.916
H 0.002927 2.436520 3.032267 0.306 -0.235 -0.472
H 1.313087 5.114481 1.179580 -0.211 -0.108 -0.265
H 1.528755 1.455065 3.283753 0.005 -0.133 -0.675
H 2.987242 -1.909478 -3.053546 0.363 0.192 0.643
H 3.769219 -1.410493 1.200198 0.545 0.001 0.001
H 0.896868 -1.062921 3.591781 0.298 0.481 0.034
H -0.052985 4.141354 1.692445 0.237 0.788 0.505
H -4.467304 -0.987296 -1.905871 -0.146 -0.292 0.009
H -3.464975 2.255762 -1.995783 -0.274 0.114 -0.493
H -0.131667 -3.329483 1.265689 -0.061 -0.211 -1.022
H 1.832982 -1.445110 -4.625540 -0.815 0.199 -0.557
H 0.207070 2.469532 -3.449413 -0.523 -0.176 -0.161
H 1.033074 -2.311825 1.500403 0.332 0.356 0.087
H 2.597062 2.366731 0.763214 -0.080 -0.718 -0.142
H 0.054710 -1.146232 -4.372815 0.367 -0.261 -0.888
H 4.766506 -0.014502 1.516389 -0.181 -0.437 0.101
H 1.587293 2.973248 -1.657519 -0.273 -0.016 0.572
H -1.032405 3.629419 -3.811505 0.390 -0.118 0.029
H -3.075820 3.036852 -3.524279 -1.005 0.417 0.434
H 0.384122 -3.389085 3.755539 0.086 0.234 0.118
H -4.015999 -4.263273 -1.503925 0.442 -0.218 0.350
H 1.930672 4.504071 -0.933562 0.070 -0.189 -0.522
H 2.505904 -1.315335 -1.468225 -0.201 -0.459 -0.124
H -0.790211 -0.688329 4.142914 0.455 0.179 0.608
H 0.184112 1.368525 4.352657 -0.151 -0.218 0.125